(1)
Below is C4H4FNO2 in the gas phase, with properties calculated with ωB97M-V/def2-TZVPD.

Positions of all 12 atoms, in Å:
C (0.23918, 0.95821, 0.25153)
C (-1.17251, 0.41041, 0.17665)
C (2.44408, -0.20806, 0.26802)
C (-1.63521, -0.75211, -0.29002)
N (1.30519, 0.05436, 0.50446)
O (3.51226, -0.62655, 0.15726)
O (-0.90375, -1.81381, -0.65707)
F (0.49373, 1.62391, -0.94914)
H (0.27553, 1.74304, 1.02556)
H (-1.90054, 1.16426, 0.42352)
H (-2.69459, -0.93844, -0.36299)
H (0.03663, -1.61522, -0.54776)

Computed properties:
2S+1 = 1
structure (SMILES) = O=C=N[C@@H](F)/C=C\O
E_LUMO = 0.5 eV
electronic energy = -459.8987 Ha
energy relative to the best compared isomer or geometry (same formula, charge and spin) = 0.0000 eV
maximum force = 0.0261 hartree/bohr
frontier orbital gap = 10.1 eV
net charge = 0

(2)
Below is a molecular structure, C4H4FNO2, with properties calculated with ωB97M-V/def2-TZVPD.

Positions of all 12 atoms, in Å:
C (1.32212, 0.62864, -0.74110)
C (0.07530, 0.28033, 0.12936)
C (-1.88046, -0.47631, 0.48728)
C (-0.05356, -0.21997, 1.36604)
H (-0.14923, -0.39292, -1.83787)
H (2.37157, 0.17130, -0.24487)
H (1.54424, 1.89429, -0.82782)
H (-2.86078, -0.57493, 0.43775)
N (-1.24814, -0.68366, 1.55695)
O (1.02496, -0.21857, -1.98004)
O (-1.17512, 0.14938, -0.52122)
F (1.02910, -0.55759, 2.17553)

Computed properties:
2S+1 = 1
E_LUMO = 0.7 eV
electronic energy = -459.7856 Ha
energy relative to the best compared isomer or geometry (same formula, charge and spin) = 3.0765 eV
maximum force = 0.1110 hartree/bohr
frontier orbital gap = 10.4 eV
net charge = 0

(3)
Below is C4H4FNOS in the gas phase, with properties calculated with ωB97M-V/def2-TZVPD.

Positions of all 12 atoms, in Å:
C (-0.59292, 0.41849, -0.03345)
C (0.49764, 1.33210, -0.07293)
C (1.65609, 0.48878, -0.14983)
C (1.24428, -0.82240, -0.00068)
H (-2.22439, 1.63742, -0.09690)
H (0.36353, 2.45605, -0.11963)
H (2.64461, 0.82025, -0.41684)
H (-2.10376, -2.01928, 1.00672)
N (-0.13573, -0.87407, 0.11262)
O (-1.99518, 0.64073, -0.02265)
F (1.86164, -1.99804, 0.01688)
S (-1.21580, -2.08004, -0.22329)

Computed properties:
2S+1 = 1
structure (SMILES) = Oc1ccc(F)n1S
E_LUMO = 0.5 eV
electronic energy = -782.7901 Ha
energy relative to the best compared isomer or geometry (same formula, charge and spin) = 1.8121 eV
maximum force = 0.0661 hartree/bohr
frontier orbital gap = 8.3 eV
net charge = 0